No. 1
C2H6N4S | the ωB97M-V functional and the def2-TZVPD basis

Element x y z (Å)
H (-1.58, 1.14, 1.14)
N (-0.92, 1.48, 1.89)
C (0.13, 0.78, 1.62)
N (0.35, -0.16, 0.62)
S (1.91, -0.95, 0.55)
C (-0.73, -0.89, -0.02)
N (-0.90, -0.87, -1.30)
N (-0.02, -0.22, -2.10)
H (1.01, 0.87, 2.29)
H (2.25, -0.37, -0.64)
H (-1.38, -1.47, 0.59)
H (0.31, 0.63, -1.67)
H (-0.42, 0.03, -2.98)

Computed properties:
LUMO level: 0.5 eV
energy relative to the best compared isomer or geometry (same formula, charge and spin): 224.8 kJ/mol
2S+1: 1
structure (SMILES): [H]/N=C\N(S)/C=N\N
E_tot: -696.94043 Eh

How is the electron density shared among the atoms? According to Löwdin, the charges in e are: number 1, H, carries 0.044; number 2, N, carries 0.079; number 3, C, carries -0.379; number 4, N, carries -0.486; number 5, S, carries 0.793; number 6, C, carries -0.251; number 7, N, carries -0.032; number 8, N, carries 0.013; number 9, H, carries 0.095; number 10, H, carries -0.130; number 11, H, carries 0.108; number 12, H, carries 0.070; number 13, H, carries 0.077

No. 2
C20H27N2O4SiSr | the ωB97M-V functional and the def2-TZVPD basis

Element x y z (Å)
Sr (-0.35, 1.50, -1.36)
O (-2.21, 0.51, 0.81)
C (-1.98, 0.12, 1.94)
C (-0.70, 0.05, 2.63)
C (-0.67, -0.47, 3.91)
C (0.52, -0.55, 4.62)
C (1.71, -0.03, 4.05)
C (1.69, 0.50, 2.80)
C (0.50, 0.54, 2.00)
O (0.50, 0.98, 0.83)
N (0.55, -1.14, 5.92)
O (1.62, -1.22, 6.50)
O (-0.50, -1.55, 6.40)
H (-2.83, -0.22, 2.57)
H (-1.58, -0.82, 4.38)
H (2.61, -0.08, 4.64)
H (2.59, 0.88, 2.34)
C (-0.94, -3.64, 1.15)
N (-0.33, -3.42, -0.14)
C (-1.32, -2.93, -1.09)
C (0.80, -2.50, -0.02)
C (1.54, -2.33, -1.33)
C (2.39, -3.37, -1.73)
C (3.10, -3.29, -2.91)
C (2.95, -2.17, -3.71)
C (2.08, -1.15, -3.33)
C (1.36, -1.18, -2.12)
H (-1.76, -4.37, 1.06)
H (-1.35, -2.72, 1.59)
H (-0.20, -4.05, 1.84)
H (-2.18, -3.60, -1.07)
H (-0.88, -2.92, -2.09)
H (-1.63, -1.89, -0.85)
H (1.48, -2.93, 0.73)
H (0.46, -1.50, 0.29)
H (2.47, -4.25, -1.10)
H (3.77, -4.09, -3.21)
H (3.50, -2.09, -4.65)
H (1.96, -0.30, -3.99)
C (-0.79, 3.56, -0.04)
Si (-1.03, 3.91, -1.86)
C (-1.52, 5.66, -2.24)
C (-2.37, 2.65, -2.23)
C (0.40, 3.21, -2.73)
H (-0.75, 4.49, 0.53)
H (0.14, 3.04, 0.14)
H (-1.62, 2.98, 0.36)
H (-2.43, 5.98, -1.72)
H (-1.67, 5.75, -3.31)
H (-0.70, 6.31, -1.95)
H (-3.29, 3.14, -2.57)
H (-2.64, 2.08, -1.34)
H (-2.07, 1.99, -3.04)
H (1.35, 3.72, -2.52)
H (0.25, 3.19, -3.81)

Computed properties:
LUMO level: 2.2 eV
energy relative to the best compared isomer or geometry (same formula, charge and spin): 263.1 kJ/mol
2S+1: 1
E_tot: -1508.88172 Eh
total charge: -1

How is the electron density shared among the atoms? According to Löwdin, the charges in e are: number 1, Sr, carries 1.383; number 2, O, carries -0.032; number 3, C, carries -0.225; number 4, C, carries -0.132; number 5, C, carries 0.038; number 6, C, carries -0.177; number 7, C, carries -0.001; number 8, C, carries 0.011; number 9, C, carries -0.384; number 10, O, carries -0.202; number 11, N, carries -0.377; number 12, O, carries 0.036; number 13, O, carries 0.033; number 14, H, carries 0.125; number 15, H, carries 0.123; number 16, H, carries 0.113; number 17, H, carries 0.116; number 18, C, carries -0.118; number 19, N, carries -0.256; number 20, C, carries -0.108; number 21, C, carries -0.193; number 22, C, carries -0.309; number 23, C, carries -0.086; number 24, C, carries -0.142; number 25, C, carries -0.151; number 26, C, carries -0.195; number 27, C, carries -0.109; number 28, H, carries 0.075; number 29, H, carries 0.070; number 30, H, carries 0.080; number 31, H, carries 0.075; number 32, H, carries 0.078; number 33, H, carries 0.075; number 34, H, carries 0.116; number 35, H, carries 0.090; number 36, H, carries 0.096; number 37, H, carries 0.080; number 38, H, carries 0.078; number 39, H, carries 0.056; number 40, C, carries -0.261; number 41, Si, carries 0.227; number 42, C, carries -0.187; number 43, C, carries -0.272; number 44, C, carries -0.450; number 45, H, carries 0.057; number 46, H, carries -0.006; number 47, H, carries 0.034; number 48, H, carries 0.024; number 49, H, carries 0.029; number 50, H, carries 0.030; number 51, H, carries 0.053; number 52, H, carries 0.005; number 53, H, carries 0.031; number 54, H, carries -0.033; number 55, H, carries -0.031

No. 3
C5H12N2O2 | the ωB97M-V functional and the def2-TZVPD basis

Element x y z (Å)
N (0.52, 1.93, -0.80)
C (0.08, 1.28, 0.37)
O (0.61, 1.55, 1.46)
C (-1.60, 1.29, 0.43)
O (-2.02, 1.52, 1.75)
H (1.51, 2.16, -0.79)
H (-0.10, 2.35, -1.48)
H (-1.94, 2.10, -0.23)
H (-2.09, 0.38, 0.07)
H (-1.21, 1.38, 2.30)
C (2.04, -1.27, 0.55)
C (0.92, -0.93, -0.39)
C (-0.31, -1.56, -0.27)
N (-1.21, -1.68, -1.26)
H (2.62, -2.11, 0.18)
H (1.66, -1.46, 1.56)
H (2.71, -0.41, 0.59)
H (1.27, -0.81, -1.42)
H (-0.60, -2.00, 0.69)
H (-1.94, -2.38, -1.12)
H (-0.91, -1.33, -2.17)

Computed properties:
LUMO level: 0.8 eV
energy relative to the best compared isomer or geometry (same formula, charge and spin): 299.7 kJ/mol
2S+1: 1
structure (SMILES): NC(=O)CO.C/C=C/N
E_tot: -457.63478 Eh

How is the electron density shared among the atoms? According to Löwdin, the charges in e are: number 1, N, carries 0.113; number 2, C, carries -0.462; number 3, O, carries -0.001; number 4, C, carries -0.173; number 5, O, carries -0.080; number 6, H, carries 0.102; number 7, H, carries 0.092; number 8, H, carries 0.103; number 9, H, carries 0.079; number 10, H, carries 0.084; number 11, C, carries -0.120; number 12, C, carries -0.228; number 13, C, carries -0.233; number 14, N, carries 0.061; number 15, H, carries 0.071; number 16, H, carries 0.078; number 17, H, carries 0.064; number 18, H, carries 0.102; number 19, H, carries 0.132; number 20, H, carries 0.104; number 21, H, carries 0.111

No. 4
C56H59NO30PS3 | the ωB97M-V functional and the def2-TZVPD basis

Element x y z (Å)
C (12.55, -6.87, -5.14)
C (11.79, -8.31, -4.87)
C (10.32, -8.18, -4.14)
C (9.04, -8.29, -5.17)
N (8.37, -6.96, -5.46)
C (8.93, -6.47, -6.78)
C (8.85, -4.84, -7.00)
C (9.83, -4.17, -5.84)
C (9.65, -2.54, -5.69)
C (10.58, -2.08, -4.42)
O (11.45, -3.15, -3.94)
P (10.77, -3.68, -2.39)
O (10.41, -2.07, -1.81)
C (9.89, -1.46, -3.07)
S (8.05, -1.09, -3.02)
C (6.86, -7.05, -5.46)
S (6.03, -8.01, -6.64)
S (5.73, -6.21, -4.19)
C (6.36, -4.50, -3.75)
C (5.14, -3.36, -3.62)
C (3.73, -3.83, -4.32)
H (13.68, -7.13, -5.40)
H (12.60, -6.18, -4.17)
H (12.12, -6.29, -6.06)
H (12.48, -8.91, -4.11)
H (11.80, -8.90, -5.87)
H (10.21, -7.21, -3.47)
H (10.22, -9.12, -3.40)
H (9.38, -8.89, -6.13)
H (8.23, -8.98, -4.64)
H (10.10, -6.73, -6.75)
H (8.51, -7.01, -7.73)
H (9.32, -4.58, -8.06)
H (7.73, -4.48, -6.94)
H (9.52, -4.67, -4.82)
H (10.93, -4.45, -6.16)
H (10.08, -2.07, -6.71)
H (8.53, -2.20, -5.64)
H (11.22, -1.18, -4.82)
H (10.88, -5.02, -2.97)
H (9.38, -3.67, -2.84)
H (10.22, -4.39, -1.25)
H (12.06, -3.79, -1.73)
H (10.35, -0.36, -3.03)
H (7.61, -1.05, -1.66)
H (7.20, -4.08, -4.45)
H (6.80, -4.58, -2.64)
H (4.89, -3.14, -2.48)
H (5.43, -2.33, -4.12)
H (3.18, -4.63, -3.64)
H (2.97, -2.91, -4.40)
H (3.85, -4.28, -5.40)
C (5.03, 1.01, 0.56)
C (4.09, 1.94, 0.78)
C (3.26, 2.47, -0.34)
O (2.40, 3.31, -0.10)
C (3.52, 1.96, -1.69)
C (4.45, 1.04, -1.91)
C (5.27, 0.48, -0.79)
O (6.11, -0.38, -1.02)
O (4.70, 0.56, -3.18)
O (3.87, 2.44, 2.05)
H (5.64, 0.61, 1.36)
H (2.92, 2.37, -2.50)
H (5.42, -0.10, -3.08)
H (3.14, 3.09, 1.94)
C (-0.92, 5.61, 2.39)
C (-2.07, 6.20, 2.03)
C (-2.33, 6.58, 0.62)
O (-3.40, 7.11, 0.32)
C (-1.28, 6.32, -0.38)
C (-0.14, 5.74, -0.02)
C (0.12, 5.32, 1.38)
O (1.17, 4.77, 1.68)
O (0.86, 5.49, -0.95)
O (-3.05, 6.47, 2.97)
H (-0.72, 5.32, 3.41)
H (-1.48, 6.63, -1.40)
H (1.58, 5.06, -0.45)
H (-3.78, 6.89, 2.46)
C (-3.11, 3.38, 4.61)
C (-2.51, 3.38, 5.80)
C (-2.42, 2.13, 6.61)
O (-1.84, 2.16, 7.70)
C (-3.04, 0.91, 6.08)
C (-3.65, 0.92, 4.90)
C (-3.71, 2.15, 4.07)
O (-4.26, 2.12, 2.97)
O (-4.24, -0.23, 4.39)
O (-1.94, 4.53, 6.31)
H (-3.18, 4.27, 4.00)
H (-2.98, 0.02, 6.70)
H (-4.61, 0.03, 3.52)
H (-1.57, 4.27, 7.18)
C (-9.22, 6.35, 2.99)
C (-8.03, 6.87, 2.70)
C (-6.83, 6.57, 3.53)
O (-5.74, 7.06, 3.23)
C (-7.00, 5.70, 4.71)
C (-8.19, 5.18, 5.00)
C (-9.38, 5.46, 4.15)
O (-10.46, 4.95, 4.44)
O (-8.36, 4.37, 6.10)
O (-7.86, 7.71, 1.61)
H (-10.10, 6.55, 2.40)
H (-6.12, 5.51, 5.31)
H (-9.31, 4.12, 6.10)
H (-6.91, 7.95, 1.61)
C (-14.93, 1.55, 2.36)
C (-14.81, 2.68, 1.67)
C (-13.82, 3.72, 2.05)
O (-13.72, 4.74, 1.38)
C (-13.00, 3.48, 3.25)
C (-13.12, 2.35, 3.94)
C (-14.09, 1.29, 3.54)
O (-14.17, 0.26, 4.19)
O (-12.35, 2.12, 5.07)
O (-15.60, 2.92, 0.56)
H (-15.65, 0.78, 2.09)
H (-12.29, 4.25, 3.53)
H (-12.62, 1.23, 5.39)
H (-15.32, 3.81, 0.23)
C (2.63, 0.78, 8.01)
C (1.49, 1.37, 7.66)
C (1.22, 1.76, 6.25)
O (0.16, 2.28, 5.95)
C (2.27, 1.50, 5.25)
C (3.42, 0.91, 5.60)
C (3.67, 0.50, 7.01)
O (4.73, -0.06, 7.30)
O (4.41, 0.66, 4.67)
O (0.51, 1.64, 8.59)
H (2.84, 0.49, 9.04)
H (2.08, 1.80, 4.23)
H (5.14, 0.23, 5.18)
H (-0.22, 2.07, 8.09)
C (-12.38, -0.77, -1.66)
C (-12.66, -1.81, -2.44)
C (-14.06, -2.07, -2.90)
O (-14.29, -3.02, -3.64)
C (-15.12, -1.16, -2.44)
C (-14.83, -0.12, -1.66)
C (-13.43, 0.16, -1.22)
O (-13.20, 1.13, -0.51)
O (-15.82, 0.74, -1.22)
O (-11.68, -2.68, -2.85)
H (-11.37, -0.56, -1.32)
H (-16.13, -1.37, -2.77)
H (-15.36, 1.41, -0.67)
H (-12.14, -3.35, -3.41)

Computed properties:
LUMO level: -1.3 eV
2S+1: 1
E_tot: -6016.81382 Eh
total charge: -1

Löwdin population analysis, charges in e, atoms 1 to 99: number 1, C, carries -0.149; number 2, C, carries -0.267; number 3, C, carries -0.177; number 4, C, carries -0.222; number 5, N, carries -0.219; number 6, C, carries -0.237; number 7, C, carries -0.178; number 8, C, carries -0.209; number 9, C, carries -0.148; number 10, C, carries -0.357; number 11, O, carries -0.391; number 12, P, carries 0.387; number 13, O, carries -0.409; number 14, C, carries -0.656; number 15, S, carries 0.695; number 16, C, carries -0.928; number 17, S, carries 0.533; number 18, S, carries 0.786; number 19, C, carries -0.460; number 20, C, carries -0.295; number 21, C, carries -0.205; number 22, H, carries 0.073; number 23, H, carries 0.085; number 24, H, carries 0.049; number 25, H, carries 0.103; number 26, H, carries 0.098; number 27, H, carries 0.110; number 28, H, carries 0.107; number 29, H, carries 0.121; number 30, H, carries 0.121; number 31, H, carries 0.119; number 32, H, carries 0.100; number 33, H, carries 0.118; number 34, H, carries 0.105; number 35, H, carries 0.086; number 36, H, carries 0.111; number 37, H, carries 0.115; number 38, H, carries 0.085; number 39, H, carries 0.131; number 40, H, carries -0.068; number 41, H, carries -0.020; number 42, H, carries -0.074; number 43, H, carries -0.027; number 44, H, carries 0.100; number 45, H, carries -0.085; number 46, H, carries 0.069; number 47, H, carries 0.093; number 48, H, carries 0.112; number 49, H, carries 0.081; number 50, H, carries 0.074; number 51, H, carries 0.076; number 52, H, carries 0.072; number 53, C, carries 0.093; number 54, C, carries -0.196; number 55, C, carries -0.277; number 56, O, carries 0.072; number 57, C, carries 0.081; number 58, C, carries -0.190; number 59, C, carries -0.272; number 60, O, carries 0.014; number 61, O, carries 0.080; number 62, O, carries 0.073; number 63, H, carries 0.140; number 64, H, carries 0.138; number 65, H, carries 0.062; number 66, H, carries 0.099; number 67, C, carries 0.080; number 68, C, carries -0.204; number 69, C, carries -0.305; number 70, O, carries 0.099; number 71, C, carries 0.075; number 72, C, carries -0.198; number 73, C, carries -0.289; number 74, O, carries 0.097; number 75, O, carries 0.079; number 76, O, carries 0.051; number 77, H, carries 0.133; number 78, H, carries 0.136; number 79, H, carries 0.078; number 80, H, carries 0.079; number 81, C, carries 0.083; number 82, C, carries -0.212; number 83, C, carries -0.296; number 84, O, carries 0.059; number 85, C, carries 0.091; number 86, C, carries -0.200; number 87, C, carries -0.297; number 88, O, carries 0.109; number 89, O, carries 0.083; number 90, O, carries 0.085; number 91, H, carries 0.114; number 92, H, carries 0.141; number 93, H, carries 0.117; number 94, H, carries 0.119; number 95, C, carries 0.084; number 96, C, carries -0.199; number 97, C, carries -0.280; number 98, O, carries 0.103; number 99, C, carries 0.087

Copy entry 1 word for word.
C2H6N4S | the ωB97M-V functional and the def2-TZVPD basis

Element x y z (Å)
H (-1.58, 1.14, 1.14)
N (-0.92, 1.48, 1.89)
C (0.13, 0.78, 1.62)
N (0.35, -0.16, 0.62)
S (1.91, -0.95, 0.55)
C (-0.73, -0.89, -0.02)
N (-0.90, -0.87, -1.30)
N (-0.02, -0.22, -2.10)
H (1.01, 0.87, 2.29)
H (2.25, -0.37, -0.64)
H (-1.38, -1.47, 0.59)
H (0.31, 0.63, -1.67)
H (-0.42, 0.03, -2.98)

Computed properties:
LUMO level: 0.5 eV
energy relative to the best compared isomer or geometry (same formula, charge and spin): 224.8 kJ/mol
2S+1: 1
structure (SMILES): [H]/N=C\N(S)/C=N\N
E_tot: -696.94043 Eh

How is the electron density shared among the atoms? According to Löwdin, the charges in e are: number 1, H, carries 0.044; number 2, N, carries 0.079; number 3, C, carries -0.379; number 4, N, carries -0.486; number 5, S, carries 0.793; number 6, C, carries -0.251; number 7, N, carries -0.032; number 8, N, carries 0.013; number 9, H, carries 0.095; number 10, H, carries -0.130; number 11, H, carries 0.108; number 12, H, carries 0.070; number 13, H, carries 0.077

- LUMO level of number 3 (C5H12N2O2)?
  0.8 eV

- Among the records above, which one has the highest E_tot?
  C5H12N2O2